DFT (wB97M-V/def2-TZVPD) results for the molecule C2HN3 in a non-equilibrium geometry.

Each atom is followed by the atoms it is bonded to, with distances in Å.
Geometry (Å):
1 N -2.22 -0.71 0.00  C2 1.165
2 C -1.17 -0.21 0.00  N1 1.165, N3 1.342
3 N 0.00 0.44 -0.01  C2 1.342, C4 1.340, H6 0.972
4 C 1.16 -0.23 0.01  N3 1.340, N5 1.143
5 N 2.20 -0.71 -0.01  C4 1.143
6 H 0.02 1.41 0.00  N3 0.972

The HOMO energy comes out at -11.0 eV. As for the SMILES: N#CNC#N. The charge is 0. The gap between HOMO and LUMO is 11.13 eV.

DFT (wB97M-V/def2-TZVPD) results for a cluster of 2 separate species, C2HBrClFO in total in a non-equilibrium geometry.

Each atom is followed by the atoms it is bonded to, with distances in Å.
Geometry (Å):
1 C -2.12 2.31 0.15  O3 1.126
2 C 0.65 -0.94 -0.29  F4 1.335, Cl5 1.756, Br6 2.014, H7 1.163
3 O -1.61 2.06 1.13  C1 1.126
4 F 0.86 -2.23 0.00  C2 1.335
5 Cl 0.16 -0.09 1.16  C2 1.756
6 Br 2.25 -0.02 -1.08  C2 2.014
7 H -0.21 -1.08 -1.06  C2 1.163

The HOMO energy comes out at -10.9 eV. The charge is 0. The gap between HOMO and LUMO is 11.12 eV.

Q: Which value of charge does entry 2 give?
A: 0